1.
Density functional theory data (ωB97M-V with the def2-TZVPD basis set) for a structure of composition C49H55MoN11O6P.

Summary:
HOMO energy (alpha / beta) ... -9.580 / -9.806 eV
E_LUMO (alpha / beta) ... -0.105 / -0.120 Eh
Net charge ... +1
Frontier orbital gap (alpha / beta) ... 6.72 / 6.53 eV
Energy above the lowest of the compared OMol25 structures with the same formula, charge and spin ... 0.0 kJ/mol
Spin multiplicity ... 3
DFT total energy ... -91521.374 eV

Last column: Löwdin spin population.
CARTESIAN COORDINATES (ANGSTROEM)
Mo1 0.379 0.221 -0.851  1.6167
C1 7.441 -7.433 -0.803  0.0000
O1 6.504 -6.574 -1.432  0.0000
C2 5.191 -6.796 -1.197  0.0000
C3 4.306 -5.946 -1.866  0.0000
C4 2.947 -6.076 -1.685  0.0000
C5 2.452 -7.070 -0.842  0.0000
C6 3.324 -7.945 -0.220  0.0000
C7 4.698 -7.797 -0.368  0.0000
N1 1.049 -7.322 -0.684  0.0000
N2 0.249 -6.403 -0.483  -0.0001
C8 0.678 -5.042 -0.331  -0.0001
C9 1.565 -4.643 0.634  -0.0017
C10 1.842 -3.281 0.865  -0.0001
C11 1.226 -2.309 0.118  0.0065
O2 1.444 -0.998 0.274  0.0329
C12 0.297 -2.714 -0.878  0.0056
N3 -0.313 -1.712 -1.577  0.0039
C13 -1.206 -2.014 -2.492  0.0138
C14 -1.567 -3.340 -2.778  -0.0002
C15 -0.971 -4.362 -2.087  0.0110
C16 -0.002 -4.067 -1.104  0.0000
H1 8.421 -7.088 -1.114  0.0000
H2 7.303 -8.469 -1.123  0.0000
H3 7.363 -7.373 0.286  0.0000
H4 4.714 -5.195 -2.530  0.0000
H5 2.268 -5.417 -2.212  0.0000
H6 2.925 -8.749 0.386  0.0000
H7 5.361 -8.481 0.140  0.0000
H8 2.069 -5.389 1.234  -0.0001
H9 2.547 -2.991 1.633  0.0002
H10 -1.673 -1.185 -3.008  0.0008
H11 -2.313 -3.533 -3.535  -0.0002
H12 -1.238 -5.395 -2.272  0.0006
O3 -0.493 1.332 -2.398  0.0203
C17 -0.130 1.641 -3.552  0.0253
C18 1.087 1.289 -4.176  0.0099
C19 1.311 1.723 -5.499  0.0036
C20 2.476 1.390 -6.118  0.0071
C21 3.463 0.622 -5.468  0.0085
C22 3.267 0.194 -4.188  0.0027
C23 2.072 0.515 -3.489  0.0103
O4 1.904 0.117 -2.284  0.0275
N4 2.709 1.838 -7.495  0.0006
O5 1.843 2.507 -8.022  0.0014
O6 3.773 1.548 -8.003  0.0012
H13 -0.837 2.238 -4.136  0.0002
H14 0.571 2.313 -6.023  -0.0001
H15 4.369 0.383 -6.006  0.0003
H16 4.011 -0.398 -3.672  0.0000
C24 3.430 3.186 0.363  -0.0017
C25 2.750 2.074 -0.097  0.0130
N5 1.417 1.985 -0.025  0.0069
C26 0.725 2.999 0.512  0.0138
C27 1.323 4.165 0.959  -0.0011
C28 2.711 4.245 0.887  0.0134
C29 0.482 5.236 1.528  0.0000
C30 0.488 6.533 1.222  -0.0012
C31 1.261 7.217 0.170  0.0000
C32 1.395 8.601 0.198  -0.0002
C33 2.120 9.188 -0.825  0.0000
N6 2.664 8.477 -1.808  -0.0002
C34 2.469 7.165 -1.750  0.0001
N7 1.801 6.495 -0.820  0.0002
H17 4.508 3.216 0.302  -0.0004
H18 3.262 1.226 -0.529  0.0008
H19 -0.348 2.852 0.567  0.0009
H20 3.218 5.131 1.246  0.0006
H21 -0.217 4.914 2.296  -0.0001
H22 -0.168 7.182 1.792  -0.0001
H23 0.953 9.194 0.987  0.0000
H24 2.269 10.261 -0.860  0.0000
H25 2.900 6.576 -2.553  0.0000
N8 -1.105 0.458 0.257  0.0811
P1 -2.233 0.479 1.351  0.0408
N9 -3.525 1.425 0.932  -0.0022
C35 -4.733 0.857 0.334  0.0001
C36 -5.936 1.742 0.628  -0.0002
C37 -5.688 3.163 0.134  0.0000
C38 -4.410 3.714 0.757  0.0003
C39 -3.231 2.790 0.488  0.0007
N10 -2.753 -1.043 1.702  0.0043
C40 -3.298 -1.407 3.015  0.0014
C41 -3.113 -2.901 3.235  0.0005
C42 -3.939 -3.713 2.227  0.0002
C43 -4.084 -2.958 0.897  0.0002
C44 -2.879 -2.063 0.647  0.0031
N11 -1.695 1.158 2.756  0.0122
C45 -2.574 1.876 3.698  0.0016
C46 -2.048 1.741 5.119  0.0007
C47 -0.634 2.309 5.237  0.0000
C48 0.260 1.860 4.062  0.0000
C49 -0.381 0.738 3.259  0.0000
H26 -4.886 -0.143 0.735  0.0000
H27 -4.609 0.764 -0.756  0.0001
H28 -6.107 1.753 1.709  0.0000
H29 -6.824 1.311 0.161  0.0000
H30 -6.537 3.808 0.363  0.0000
H31 -5.583 3.152 -0.957  0.0000
H32 -4.543 3.813 1.839  0.0000
H33 -4.179 4.707 0.364  0.0000
H34 -2.348 3.147 1.027  0.0002
H35 -2.981 2.789 -0.582  -0.0001
H36 -4.363 -1.145 3.094  -0.0001
H37 -2.770 -0.841 3.782  -0.0001
H38 -3.387 -3.159 4.258  0.0001
H39 -2.049 -3.127 3.126  0.0000
H40 -4.930 -3.919 2.636  0.0000
H41 -3.463 -4.681 2.063  0.0000
H42 -4.991 -2.347 0.905  0.0000
H43 -4.190 -3.655 0.064  0.0000
H44 -2.953 -1.564 -0.319  0.0016
H45 -1.975 -2.679 0.624  0.0001
H46 -3.591 1.491 3.627  0.0000
H47 -2.619 2.939 3.429  0.0001
H48 -2.060 0.687 5.410  0.0000
H49 -2.726 2.255 5.800  0.0002
H50 -0.197 2.008 6.190  0.0000
H51 -0.691 3.400 5.259  0.0000
H52 1.236 1.526 4.418  0.0000
H53 0.447 2.697 3.385  0.0000
H54 -0.467 -0.166 3.877  0.0001
H55 0.243 0.472 2.405  -0.0001


2.
Density functional theory data (ωB97M-V with the def2-TZVPD basis set) for a cluster of 10 separate species, C49H55N10O6P2 in total in a non-equilibrium geometry.

Summary:
HOMO energy ... -3.260 eV
E_LUMO ... 0.073 Eh
Net charge ... -1
Frontier orbital gap ... 5.25 eV
Spin multiplicity ... 1
DFT total energy ... -97469.899 eV

Last column: Löwdin charge in e.
CARTESIAN COORDINATES (ANGSTROEM)
C1 -2.496 0.001 -0.017  0.0000
C2 -1.824 0.888 0.984  -0.6223
O1 -2.012 2.057 0.985  0.0873
O2 -1.052 0.248 1.852  -0.0875
C3 0.350 0.740 1.921  -0.2697
C4 1.331 0.066 0.986  -0.4515
P1 1.108 0.676 -0.713  0.7505
O3 2.585 0.450 -1.472  -0.3317
O4 0.853 2.331 -0.580  -0.3066
P2 1.039 -1.706 0.952  0.4441
N1 2.385 -2.503 0.808  -0.2012
O5 0.001 -2.033 -0.278  -0.2383
O6 0.277 -2.158 2.344  -0.2162
H1 -2.742 -0.938 0.466  0.0683
H2 -1.795 -0.246 -0.809  0.0554
H3 -3.368 0.476 -0.446  0.0771
H4 0.426 1.818 1.838  0.0922
H5 0.677 0.485 2.922  0.0910
H6 3.114 1.249 -1.309  0.0366
H7 -0.061 2.474 -0.841  0.0177
H8 2.485 -3.103 1.622  -0.0679
H9 -0.239 -2.969 -0.188  0.0630
H10 -0.673 -1.996 2.217  0.0667
N2 6.068 -1.045 -4.070  0.0335
C5 6.222 -1.978 -5.014  -0.1626
C6 5.216 -2.839 -5.418  -0.0785
C7 3.977 -2.732 -4.804  -0.0787
C8 3.794 -1.776 -3.822  -0.0492
C9 4.866 -0.960 -3.495  -0.1394
H11 7.209 -2.028 -5.463  0.1024
H12 5.397 -3.575 -6.191  0.0679
H13 3.163 -3.388 -5.090  0.1027
H14 2.844 -1.660 -3.318  0.1031
H15 4.763 -0.196 -2.733  0.0928
N3 8.779 -3.286 -1.219  0.0514
C10 7.578 -3.220 -1.795  -0.1405
C11 6.654 -4.254 -1.772  -0.0569
C12 6.997 -5.424 -1.120  -0.0844
C13 8.241 -5.515 -0.516  -0.0879
C14 9.088 -4.421 -0.594  -0.1732
H16 7.353 -2.286 -2.297  0.0835
H17 5.692 -4.140 -2.254  0.1011
H18 6.303 -6.255 -1.079  0.1023
H19 8.547 -6.412 0.005  0.0935
H20 10.071 -4.446 -0.133  0.0955
N4 -1.093 -5.761 2.189  0.0541
C15 0.073 -5.178 2.485  -0.1338
C16 1.224 -5.889 2.796  -0.0619
C17 1.164 -7.271 2.806  -0.0921
C18 -0.038 -7.891 2.503  -0.0928
C19 -1.129 -7.093 2.202  -0.1755
H21 0.077 -4.086 2.468  0.0671
H22 2.144 -5.367 3.024  0.1017
H23 2.042 -7.859 3.045  0.0996
H24 -0.128 -8.969 2.500  0.0924
H25 -2.090 -7.535 1.955  0.0953
N5 6.036 4.148 -3.446  0.0488
C20 7.156 4.701 -2.986  -0.1734
C21 8.289 3.979 -2.646  -0.0878
C22 8.257 2.602 -2.790  -0.0820
C23 7.102 2.003 -3.265  -0.0663
C24 6.025 2.821 -3.578  -0.1508
H26 7.134 5.782 -2.887  0.0960
H27 9.173 4.484 -2.279  0.0938
H28 9.121 2.001 -2.534  0.1032
H29 7.035 0.929 -3.393  0.0671
H30 5.101 2.399 -3.957  0.1020
N6 5.375 -5.319 -8.079  0.0549
C25 5.755 -5.436 -9.350  -0.1509
C26 5.790 -6.640 -10.035  -0.0771
C27 5.414 -7.790 -9.362  -0.0863
C28 5.018 -7.689 -8.039  -0.0732
C29 5.015 -6.435 -7.449  -0.1490
H31 6.044 -4.510 -9.836  0.1045
H32 6.106 -6.674 -11.069  0.0988
H33 5.429 -8.750 -9.861  0.1030
H34 4.717 -8.562 -7.477  0.1007
H35 4.710 -6.307 -6.415  0.1053
N7 -3.941 -0.683 2.968  0.0765
C30 -5.233 -0.998 3.056  -0.1497
C31 -6.096 -0.457 3.996  -0.0988
C32 -5.589 0.460 4.900  -0.0925
C33 -4.249 0.800 4.828  -0.0620
C34 -3.471 0.204 3.844  -0.1356
H36 -5.586 -1.723 2.329  0.1018
H37 -7.138 -0.745 4.021  0.0851
H38 -6.232 0.904 5.649  0.0955
H39 -3.814 1.514 5.514  0.1007
H40 -2.420 0.444 3.743  0.1006
N8 -8.913 1.252 4.484  0.0618
C35 -10.060 1.466 5.126  -0.1515
C36 -11.116 2.192 4.598  -0.0777
C37 -10.971 2.732 3.331  -0.0821
C38 -9.786 2.523 2.648  -0.0669
C39 -8.794 1.777 3.267  -0.1425
H41 -10.128 1.028 6.117  0.1025
H42 -12.025 2.332 5.166  0.0985
H43 -11.771 3.308 2.883  0.1043
H44 -9.631 2.928 1.657  0.0948
H45 -7.849 1.585 2.768  0.0980
N9 -6.479 5.885 0.935  0.0447
C40 -5.308 6.464 1.195  -0.1796
C41 -4.130 5.763 1.411  -0.0663
C42 -4.170 4.379 1.356  -0.0566
C43 -5.379 3.759 1.089  -0.0604
C44 -6.496 4.554 0.886  -0.1673
H46 -5.326 7.549 1.230  0.0886
H47 -3.206 6.288 1.616  0.1020
H48 -3.277 3.790 1.520  0.0836
H49 -5.452 2.681 1.039  0.1010
H50 -7.463 4.110 0.669  0.0870
N10 -3.870 9.578 4.900  0.0551
C45 -4.488 10.513 5.617  -0.1629
C46 -5.837 10.810 5.498  -0.0819
C47 -6.587 10.096 4.578  -0.0848
C48 -5.963 9.120 3.821  -0.0697
C49 -4.608 8.900 4.022  -0.1468
H51 -3.861 11.049 6.322  0.1000
H52 -6.286 11.581 6.110  0.0968
H53 -7.643 10.298 4.454  0.1032
H54 -6.513 8.540 3.092  0.0919
H55 -4.078 8.143 3.455  0.0910


Look up the net charge of the second one. -1


Number 1 is which compound? C49H55MoN11O6P


What is the spin multiplicity in the second record? 1